This record from OMol25 describes a gas-phase ion, C13H19O (charge +1). The level of theory is the ωB97M-V functional and the def2-TZVPD basis.

Summary:
Frontier orbital gap (alpha / beta), eV: 7.78 / 7.78
E, a.u.: -581.50102
Max |F|, Eh/bohr: 0.092
ΔE to the lowest compared entry with this formula, charge and spin, kJ/mol: 258.8
Net charge: +1

Last column: natural (NBO) charge in e.
Element x y z (Å)
1 C -0.493 1.912 -0.721  -0.261
2 C 0.667 1.170 -1.128  -0.155
3 C 1.021 -0.038 -0.767  0.449
4 C -1.270 -0.677 0.529  0.535
5 C -1.590 1.567 0.015  0.367
6 C 1.744 1.840 -2.058  -0.361
7 C 2.006 -1.037 -0.956  -0.551
8 C 2.996 0.961 -2.160  -0.400
9 C 2.736 -0.553 -2.222  -0.360
10 C -2.658 2.538 0.341  -0.649
11 C -0.318 -2.192 2.161  -0.549
12 C -2.730 -1.364 2.413  -0.625
13 C -1.645 -1.733 1.480  -0.415
14 O -1.735 0.474 0.773  -0.455
15 H -0.665 2.854 -1.190  0.242
16 H 1.263 1.966 -3.059  0.233
17 H 1.944 2.765 -1.701  0.230
18 H 2.701 -1.139 -0.233  0.243
19 H 1.539 -1.931 -1.097  0.263
20 H 3.583 1.289 -2.918  0.236
21 H 3.564 1.151 -1.227  0.207
22 H 3.646 -1.059 -2.501  0.248
23 H 2.089 -0.868 -2.969  0.211
24 H -2.851 2.610 1.343  0.241
25 H -3.678 2.225 -0.202  0.241
26 H -2.443 3.531 -0.047  0.241
27 H 0.098 -1.185 2.431  0.202
28 H 0.285 -2.654 1.342  0.215
29 H -0.420 -2.786 2.995  0.237
30 H -2.329 -0.863 3.322  0.219
31 H -3.165 -2.254 2.925  0.238
32 H -3.524 -0.814 2.062  0.224
33 H -1.883 -2.610 1.005  0.258

Atomic forces in eV per Å
C -2.2622 -0.7261 0.3079
C 0.7781 -0.7652 0.2391
C -1.9469 1.4211 0.5204
C 2.9536 -0.3232 -1.4174
C 2.2811 2.7067 -1.0637
C -1.4549 -3.6246 -1.5448
C -0.0931 1.3766 -1.4662
C -1.6125 -0.6889 3.0632
C 0.2865 1.1237 -0.0431
C -2.1913 -0.2989 -4.1940
C 0.9321 3.4980 -2.8435
C 0.8418 -1.5226 3.9492
C 0.6421 0.6713 0.9753
O -1.3826 -1.6874 1.4168
H 0.3541 0.6189 -0.2784
H 0.1691 -0.1743 0.6876
H 0.7377 2.9077 1.2489
H 1.9585 -0.1609 3.0707
H -1.0904 -2.7519 -0.7050
H 1.7697 0.8501 -2.4791
H -0.0267 -0.1662 -0.3832
H 0.5285 -0.4526 0.8200
H -1.3431 0.1339 -2.0067
H -0.4143 -0.0312 2.6498
H 2.0725 0.4863 1.2391
H 0.1480 -0.0895 -0.0051
H 0.5673 -1.2609 0.3182
H -0.1333 0.2700 1.0268
H -0.5288 -1.3615 1.6551
H -0.0718 0.3097 -0.7144
H 0.2437 0.2325 -0.8011
H -1.6718 1.3326 -1.1644
H -1.0405 -1.8530 -2.0780


This record from OMol25 describes a molecular structure, C13H20AsCuO5S2. The level of theory is the ωB97M-V functional and the def2-TZVPD basis.

Summary:
Frontier orbital gap, eV: 5.79
E, a.u.: -5556.28820
Max |F|, Eh/bohr: 0.034
ΔE to the lowest compared entry with this formula, charge and spin, kJ/mol: 44.7
Net charge: -2

Last column: natural (NBO) charge in e.
Element x y z (Å)
1 Cu 0.478 -2.640 -0.900  0.812
2 O -2.752 -4.520 0.635  -0.738
3 C -1.865 -3.657 0.522  0.761
4 O -1.040 -3.611 -0.440  -0.812
5 C -1.827 -2.601 1.631  -0.161
6 C -2.715 -2.762 2.695  -0.180
7 C -2.753 -1.853 3.739  -0.250
8 C -1.890 -0.764 3.742  -0.237
9 C -1.013 -0.590 2.682  -0.239
10 C -0.984 -1.495 1.631  -0.121
11 H -3.371 -3.622 2.677  0.233
12 H -3.460 -1.981 4.553  0.186
13 H -1.904 -0.056 4.563  0.188
14 H -0.353 0.268 2.667  0.203
15 H -0.299 -1.344 0.803  0.214
16 C -2.134 2.337 -0.387  -0.618
17 C -0.657 2.436 -0.010  -0.727
18 As 0.385 1.021 -1.038  0.965
19 C 2.126 1.445 -0.201  -0.734
20 C 2.264 0.930 1.228  -0.626
21 C 0.636 2.263 -2.577  -0.703
22 C 1.384 1.650 -3.756  -0.633
23 H -2.767 3.009 0.203  0.181
24 H -2.484 1.314 -0.235  0.216
25 H -2.282 2.582 -1.442  0.189
26 H -0.554 2.229 1.059  0.198
27 H -0.285 3.452 -0.185  0.181
28 H 2.280 2.530 -0.232  0.176
29 H 2.877 0.968 -0.829  0.269
30 H 1.467 1.328 1.864  0.171
31 H 3.225 1.226 1.659  0.188
32 H 2.221 -0.158 1.235  0.251
33 H 1.168 3.148 -2.208  0.183
34 H -0.357 2.592 -2.903  0.190
35 H 2.311 1.181 -3.426  0.253
36 H 1.616 2.400 -4.521  0.170
37 H 0.784 0.861 -4.212  0.214
38 O 2.882 -2.964 -3.077  -1.028
39 S 2.520 -1.871 -2.181  2.192
40 O 3.362 -0.691 -2.404  -1.060
41 O 1.064 -1.496 -2.354  -1.109
42 S 2.695 -2.493 -0.269  -0.809

Atomic forces in eV per Å
Cu -0.3809 -0.5658 0.7960
O 0.0378 0.0849 0.1004
C -0.2317 -0.5322 -0.4443
O -0.8704 -0.0584 0.7371
C -0.0400 -0.0018 0.0167
C 0.0122 0.0158 0.0400
C 0.0040 0.0506 0.0573
C -0.0081 0.0081 -0.0203
C 0.0066 0.1640 0.0367
C -0.0186 -0.1546 -0.0832
H 0.0085 -0.0025 -0.0613
H 0.0186 -0.0596 0.0087
H -0.0120 0.0209 -0.0206
H 0.0569 -0.0166 -0.0052
H 0.0135 0.0060 0.0422
C 0.0888 -0.0098 -0.0075
C -0.0832 -0.3180 -0.0643
As -0.2735 1.0878 0.4668
C 0.1754 -0.0285 0.0577
C -0.1874 0.0562 -0.0960
C 0.0101 -0.0665 -0.2332
C -0.0290 -0.0875 0.0794
H -0.0086 -0.0044 -0.0018
H -0.0940 0.0289 0.0049
H -0.0471 -0.0183 -0.0117
H 0.0959 -0.0355 -0.0141
H 0.1701 -0.0821 -0.0768
H -0.1123 -0.0181 -0.0891
H 0.0397 -0.0448 -0.1054
H 0.0817 -0.0106 0.0866
H -0.0199 0.0164 0.0134
H -0.0299 -0.0596 0.0406
H -0.0469 -0.0449 0.1057
H -0.0103 -0.0001 0.1247
H 0.0541 -0.0651 -0.0609
H -0.0413 -0.0005 0.0191
H 0.0693 -0.0476 -0.0221
O -0.1226 -0.1120 0.0639
S 0.9199 0.3828 -1.4550
O -0.0310 0.2164 0.1401
O 0.7159 0.3905 -0.6675
S 0.1194 -0.0840 0.5023


This record from OMol25 describes a molecular structure, C13H20AuNO4P2. The level of theory is the ωB97M-V functional and the def2-TZVPD basis.

Summary:
Frontier orbital gap (alpha / beta), eV: 7.22 / 6.67
E, a.u.: -1680.91072
Max |F|, Eh/bohr: 0.040
ΔE to the lowest compared entry with this formula, charge and spin, kJ/mol: 81.7
Net charge: +2
Multiplicity: 3

Last column: natural (NBO) charge in e.
Element x y z (Å)
1 Au -0.329 0.328 0.069  0.800
2 O -1.197 -1.353 -4.054  -0.621
3 C -1.013 -1.084 -2.794  0.797
4 O -1.122 0.022 -2.294  -0.636
5 C -0.633 -2.270 -1.968  0.076
6 C -0.580 -3.581 -2.430  -0.152
7 C -0.233 -4.592 -1.541  -0.121
8 C 0.052 -4.295 -0.212  -0.183
9 C -0.014 -2.953 0.114  0.228
10 N -0.328 -2.006 -0.699  -0.462
11 C 0.421 -2.468 1.673  0.779
12 O 1.013 -3.329 2.237  -0.269
13 O 0.055 -1.319 1.840  -0.641
14 H -1.460 -0.589 -4.600  0.533
15 H -0.807 -3.791 -3.465  0.271
16 H -0.171 -5.621 -1.875  0.268
17 H 0.321 -5.044 0.517  0.276
18 C -1.719 3.571 -0.496  -0.962
19 P -0.261 2.553 -0.848  1.046
20 C 0.122 2.835 -2.596  -0.952
21 C 1.145 3.286 0.086  -0.732
22 C 1.037 3.043 1.584  -0.738
23 P 0.881 1.253 2.025  1.063
24 C 2.569 0.596 2.125  -0.964
25 C 0.279 1.265 3.733  -0.954
26 H -1.534 4.591 -0.840  0.267
27 H -1.942 3.572 0.570  0.260
28 H -2.572 3.158 -1.035  0.274
29 H 0.399 3.882 -2.732  0.268
30 H -0.766 2.609 -3.184  0.270
31 H 0.944 2.195 -2.914  0.263
32 H 1.163 4.361 -0.124  0.270
33 H 2.067 2.850 -0.316  0.252
34 H 0.158 3.551 1.993  0.253
35 H 1.918 3.445 2.094  0.272
36 H 3.143 1.235 2.801  0.267
37 H 3.048 0.575 1.148  0.259
38 H 2.531 -0.415 2.533  0.266
39 H 1.039 1.738 4.360  0.268
40 H 0.121 0.240 4.066  0.276
41 H -0.657 1.816 3.805  0.267

Atomic forces in eV per Å
Au 0.4097 0.9741 0.0981
O -0.0436 -0.4472 -0.5525
C -0.0214 0.6220 0.3871
O -0.1328 -0.3408 -0.3285
C 0.0871 -0.8836 -0.0798
C -0.1030 0.3846 -0.1397
C 0.0182 -0.2184 0.2164
C -0.0472 0.0197 -0.3585
C 0.3021 -0.7844 -0.1007
N 0.0423 0.7556 0.5762
C -1.0149 1.3531 -1.1692
O 0.8163 -1.4908 0.5991
O -0.2733 0.0015 0.6272
H 0.0440 -0.0176 0.3574
H 0.0089 -0.0553 0.0065
H -0.0527 0.0680 -0.0311
H 0.0250 -0.0352 -0.0182
C 0.1343 -0.1943 -0.0326
P 0.3035 0.1595 0.3929
C -0.1017 -0.2016 0.1480
C -0.2054 0.0162 -0.2695
C 0.0411 -0.3014 0.2042
P 0.0667 0.8413 -0.2748
C -0.1477 0.0376 -0.0297
C -0.1061 -0.2315 -0.2189
H -0.0222 -0.0207 0.0303
H -0.0263 0.0152 -0.0172
H -0.0229 0.0435 0.0310
H -0.0239 -0.0259 0.0160
H 0.0796 0.0109 -0.0318
H -0.0130 0.0185 -0.0217
H 0.0793 -0.1109 -0.0047
H -0.0677 0.0690 -0.0375
H 0.0654 -0.0342 0.0422
H -0.1156 0.0131 0.0192
H 0.0087 -0.0723 -0.0406
H 0.0111 -0.0023 0.0016
H 0.0533 0.0381 -0.0213
H -0.0492 0.0112 -0.0348
H -0.0094 0.0253 0.0456
H 0.0033 -0.0097 0.0143